ORCA calculation (wB97M-V/def2-TZVPD) on a molecular structure, C18H54MnNO12 in a non-equilibrium geometry.

Structure (XYZ):
```
86
Properties=species:S:1:pos:R:3:forces:R:3
H -1.1690 1.6936 -1.7042 0.31 0.29 0.00
O -0.6956 -0.4899 4.4367 -0.38 0.21 0.51
H 0.6497 5.3324 -1.2090 0.08 -0.16 0.08
O -0.8542 2.5086 -2.1239 -0.29 -0.21 -0.15
H 0.9449 -2.0554 2.2060 -0.36 0.13 0.12
H 2.3108 -3.5998 3.5643 -0.06 -0.03 0.00
H -4.1002 -3.0539 1.9799 0.15 0.03 0.14
H 0.0021 2.3209 -3.8196 0.06 0.12 -0.37
O 0.4015 2.2281 -4.7071 -0.20 -0.33 0.32
O 1.4056 4.5948 2.7441 0.07 -0.39 0.03
O -1.3906 -0.3997 1.4751 -0.78 -0.21 0.84
H 0.4547 3.0269 -0.5732 -0.20 -0.40 -0.07
C -5.9408 -1.1203 1.8362 0.35 0.19 0.24
O -3.7330 -2.1612 1.9739 0.58 0.38 0.55
H 3.3977 -0.1068 -2.6845 0.04 0.05 0.07
H -4.7695 -1.9144 0.2055 0.25 0.01 -0.02
H 4.5549 1.2096 -2.6617 -0.03 0.31 0.01
H 1.5855 0.3848 3.5233 -0.12 0.19 -0.26
H 1.3790 2.1135 3.9448 0.17 -0.03 -0.03
H 1.5479 -2.6427 -2.8834 -0.08 -0.10 0.02
C -0.1414 -0.1165 -4.1956 -0.29 -0.07 0.23
H -0.6883 1.4372 5.2673 -0.22 -0.09 -0.05
C 1.2233 -3.6301 3.6791 0.55 -0.11 -0.16
H -3.0161 -4.2894 -2.7086 0.08 -0.08 -0.03
H 2.7940 2.6731 -1.5800 0.14 -0.08 -0.05
H 3.0429 3.3991 2.4503 0.04 0.07 0.07
H -6.5238 -2.0301 1.9799 0.03 -0.02 -0.04
H 1.5834 1.4507 -1.7630 0.07 -0.40 -0.21
H -0.5723 5.1784 -2.4328 -0.03 -0.17 -0.08
H 0.9456 4.3063 -2.6220 0.04 -0.14 0.06
N -0.6321 0.1776 0.6321 1.03 0.41 -1.34
O -0.8494 -3.0248 2.5799 -0.62 0.23 0.03
C 1.5472 -2.2160 -0.8066 0.27 0.27 0.54
H 1.6842 0.8917 5.1937 -0.17 0.10 0.12
H -0.3756 -0.7935 5.2982 -0.10 -0.23 -0.20
H 3.5381 4.3024 0.1566 -0.19 0.12 -0.23
H 0.6536 0.6592 -5.9892 -0.01 0.31 -0.20
H -0.8665 1.3475 3.5011 0.11 -0.11 -0.11
H -0.2810 -1.0907 -4.6710 0.14 0.03 -0.08
C 2.9488 4.8846 0.8701 0.79 -0.29 0.26
H 0.7538 -0.1435 -3.5715 0.13 -0.03 -0.12
H 2.1725 -2.2862 0.0879 0.14 -0.26 -0.13
C -0.3358 0.9467 4.3603 0.78 0.12 0.11
C 1.1749 1.0857 4.2484 -0.33 -0.06 -0.04
H -2.2755 -5.0135 -1.2395 0.32 0.02 -0.22
H 0.6866 4.9284 2.1972 0.02 0.13 0.12
O 2.3786 -4.2159 -1.8122 0.05 0.15 0.09
C -0.0631 0.9944 -5.2395 0.24 -0.40 0.39
H -1.1637 3.6646 -0.4259 -0.12 0.33 -0.26
H -0.9958 -0.0063 -3.5243 -0.05 0.19 0.02
H 2.9039 -4.5509 -2.5449 -0.03 -0.13 0.05
H -2.3125 -0.9613 -1.2489 -0.13 -0.19 -0.30
H -6.5393 -0.4036 1.2738 0.00 -0.13 -0.13
H 0.8987 -3.6707 1.5733 -0.47 -0.05 -0.12
C -1.9884 -2.8467 -1.4411 0.57 -0.32 -0.36
C 0.1959 4.6165 -1.8957 -0.63 0.69 -0.07
C 3.4941 0.9838 -2.7165 -0.83 -0.65 -0.25
C 2.6603 1.5804 -1.6132 0.19 0.60 0.58
H -1.6012 -2.8082 -0.4138 0.05 -0.11 -0.02
C -0.3846 3.4301 -1.1613 0.87 -0.05 0.37
H 1.7233 3.1539 1.3033 0.12 -0.09 -0.06
H 2.3225 1.0999 0.2604 0.05 0.01 -0.16
H 2.2583 5.5510 0.3567 -0.26 -0.30 -0.10
H 3.1498 -2.3435 -2.3077 0.11 0.06 0.45
H 0.5996 -2.7213 -0.6130 0.06 0.00 -0.03
H 1.3572 -1.1452 -0.9034 -0.03 -0.05 -0.38
C -2.7628 -4.1382 -1.6630 -0.84 0.77 0.66
H -1.0444 1.1012 -5.7082 0.00 0.13 -0.14
O -0.9604 0.1358 -0.5713 0.11 0.05 1.33
O 0.4109 0.7180 1.0022 -1.01 -0.43 0.21
H 3.6662 5.5434 1.3636 -0.10 -0.09 0.25
C 0.5958 -3.0636 2.4255 0.62 -0.10 0.59
O -2.7856 -1.6984 -1.6733 -0.29 -0.08 0.30
H 0.9945 -3.0841 4.5944 -0.20 0.08 -0.09
H -4.1777 -0.4075 0.8568 0.68 -0.23 0.31
H -5.7601 -0.6623 2.8140 -0.07 -0.06 0.01
Mn -2.1335 -1.3312 3.2132 0.97 -0.39 -1.95
C -4.6110 -1.3655 1.1334 -1.58 0.15 -0.49
H 3.0360 1.2868 -3.6621 0.41 0.18 -0.09
H -3.7024 -4.0199 -1.1044 -0.07 -0.19 -0.20
H -1.2127 -3.9141 2.4906 0.17 0.01 -0.06
C 2.2968 3.9114 1.8467 -0.46 0.72 -0.31
C 2.2066 -2.8163 -2.0214 -0.36 0.13 -0.62
H 0.9554 -4.6810 3.8010 -0.07 0.04 0.11
H -1.1382 -2.8407 -2.1351 0.13 0.07 0.20
O 3.0606 1.0220 -0.3546 -0.05 -0.03 0.00
```
Positions in Å, forces in eV/Å.

Output
E_tot   -2826.451858 hartree
E_HOMO (alpha / beta)   -0.40899 / -0.40899 Eh
Energy above the lowest of the compared OMol25 structures with the same formula, charge and spin   1.3648 eV
Net charge   +1
Multiplicity   6
E_LUMO (alpha / beta)   -0.165 / -0.184 hartree


ORCA calculation (wB97M-V/def2-TZVPD) on 10 unconnected molecules or ions with the total composition C40H60O30 in a non-equilibrium geometry.

Structure (XYZ):
```
130
Properties=species:S:1:pos:R:3:forces:R:3
H -3.8964 -25.7776 1.9989 0.63 -0.17 0.36
H -0.5669 -22.1279 -2.4924 0.25 0.21 -0.62
C -3.3389 -19.3185 -3.4831 0.75 1.61 -1.42
C -7.9639 -20.4564 -1.1037 -1.03 0.65 0.84
H -7.2015 -18.7294 -2.0944 0.20 0.47 0.05
C -4.0414 -21.9775 3.2700 0.08 0.69 -0.36
H -7.4597 -26.1320 2.7664 0.87 0.00 -0.53
C -9.5471 -26.8394 -1.4390 -0.10 1.91 -1.01
O -3.6867 -22.7242 -0.2727 0.04 -0.30 -0.01
O -11.4922 -26.6810 -2.6767 0.90 0.76 1.08
H -4.9585 -21.7755 2.7188 -0.38 -0.12 0.36
H -2.1758 -29.7761 3.1760 -0.21 0.17 -0.08
H -6.2123 -24.5119 1.2020 -0.11 -0.20 -0.15
O -8.8835 -22.4957 -1.6646 -1.16 -0.88 -0.78
H 0.0044 -25.0127 -3.2960 -0.32 0.11 -0.03
H -5.6260 -25.2718 6.9791 -0.85 -0.30 1.16
C -6.3613 -26.1791 2.5436 -1.23 0.35 1.00
C -6.3428 -25.5913 7.8035 0.81 -1.46 -1.68
H 0.3820 -22.2251 -0.9908 0.21 0.05 0.14
H -0.0407 -24.6178 -0.8307 -0.44 0.51 -0.85
C -5.9229 -25.5669 1.2538 0.82 0.77 0.37
C -8.0053 -19.4409 -2.1883 1.36 -0.65 -1.80
H -3.2727 -21.7517 2.5141 0.29 -0.21 0.73
H -4.8941 -29.5775 1.9332 -1.87 0.77 -0.81
O -7.2553 -23.1228 3.4284 -1.15 -0.72 1.03
H -4.1074 -24.8678 0.4440 0.76 0.59 -0.10
C -2.6400 -20.6906 4.9693 1.90 0.94 1.40
C -4.2061 -23.4202 5.0085 0.81 -1.79 0.01
C -2.5656 -22.9679 -0.6321 -0.57 -0.33 0.70
O -4.4367 -31.4183 2.6314 -0.61 1.12 0.84
C -3.1844 -29.3509 3.0748 -0.05 -1.05 0.66
O -9.6187 -27.8896 -2.4036 0.44 0.51 0.58
H -3.8252 -30.5145 -0.1052 0.02 -0.19 0.29
H -9.5241 -21.3683 -0.0520 -0.08 -0.50 -0.14
O -9.2922 -22.1865 3.2247 1.25 0.51 -0.30
C -3.9628 -21.2256 4.6309 -0.96 -0.06 -2.27
H -11.6696 -25.7642 -0.0062 0.34 0.97 -1.17
C -9.5161 -23.3668 4.0141 0.88 -1.55 -0.19
C -7.9549 -22.1124 2.9036 1.10 1.47 -0.60
H -3.4254 -20.8404 -2.1179 -0.43 -0.70 -0.16
C -5.4223 -26.9437 -0.4731 0.47 -4.23 -2.37
O -4.1695 -24.4854 5.5924 -0.47 1.39 -0.68
H -7.7800 -20.0117 -3.1366 -0.60 0.77 0.57
C -6.8564 -27.0870 7.4852 -0.80 3.44 2.44
H -3.6911 -29.4747 4.0408 0.23 0.38 -0.03
C -2.6092 -22.2116 -4.7905 -1.37 0.83 1.52
H -4.0814 -18.6845 -2.9851 -0.11 -0.41 -0.14
H -5.2191 -22.1934 -3.2476 0.35 0.33 -0.57
O -6.9603 -23.5119 -2.2851 -0.19 -0.30 -0.45
C -3.2797 -30.6141 0.8390 1.11 0.71 0.14
C -10.8255 -27.8217 -2.9878 -0.19 1.57 0.10
H -8.5730 -26.3594 -1.3461 0.26 -0.71 -0.09
H -6.3257 -32.1634 -0.9991 0.09 -0.09 0.14
O -8.0341 -28.9558 2.0739 -0.32 0.39 0.15
O -7.0491 -29.7421 0.2378 0.43 -0.36 -0.59
H -2.0921 -20.2231 4.1442 -0.61 0.30 -0.02
O -1.7820 -22.7575 -5.4116 1.14 -1.02 -1.54
H -7.9101 -19.9628 -0.1063 0.78 -0.66 -0.61
H -10.1524 -25.1378 -2.6682 0.44 0.79 -0.43
H -7.1876 -27.5537 8.4102 0.48 -0.35 0.22
H -11.1658 -24.2566 3.0429 -0.39 0.03 0.01
O -4.3437 -22.2260 5.5835 -0.32 0.05 -0.18
C -10.1145 -24.4802 3.1875 -1.53 -0.04 0.66
H -2.6758 -19.9867 5.8488 0.03 -0.62 -0.94
H -5.5095 -30.7832 -1.6951 1.32 1.03 -0.05
C -0.7317 -24.0601 -1.5161 -0.80 -0.85 1.26
C -3.8129 -32.4304 2.0540 -0.14 -1.03 -0.20
C -7.5757 -22.5960 -1.8525 0.57 0.88 1.58
H -5.1593 -28.3137 7.2351 -0.02 -0.38 0.08
C -0.9579 -24.6930 -2.8683 0.32 -1.91 0.75
C -9.2443 -21.2354 -1.1057 -0.61 -1.33 1.81
C -8.4854 -25.5235 7.0991 -1.18 1.07 0.05
H -10.0995 -25.4268 3.7503 0.25 0.29 -0.28
H -9.9336 -27.1745 -0.5248 -0.09 -0.87 1.59
H -5.8508 -25.6443 3.3603 -0.08 -0.04 -0.24
H -5.4989 -27.2092 5.8715 -0.36 -0.59 0.80
O -6.9921 -21.4952 -1.2993 0.57 0.90 -0.26
O -11.2407 -28.6147 -3.7434 -0.58 -1.52 -0.95
C -8.7917 -30.9948 -0.4768 -0.34 -0.43 -1.25
C -6.4326 -31.2595 -1.5922 -1.99 -0.62 0.75
H -5.8755 -25.5255 8.7664 0.17 0.15 0.46
H -4.7462 -20.4937 4.4864 -0.13 0.46 0.98
O -6.4008 -26.2328 0.0843 -0.66 -0.11 -0.90
H -9.6078 -31.1487 -1.1837 0.14 0.40 -0.16
C -0.5101 -22.5400 -1.5093 -0.41 -0.41 0.64
O -8.1049 -26.8015 6.8396 -0.44 1.45 -0.40
H -6.7692 -31.5389 -2.5637 -0.12 -0.42 -0.93
C -4.0369 -30.1345 2.0956 2.03 -1.57 -0.19
O -7.5108 -24.7882 7.7603 -1.23 -1.35 -0.87
C -5.9615 -27.8575 6.6729 0.18 -0.93 -3.39
O -7.3767 -21.2326 2.2691 -2.08 -1.50 0.86
H -6.6335 -28.5767 6.1031 1.27 0.23 0.78
H -8.6441 -31.9723 -0.0163 0.37 0.09 0.38
H -9.7561 -24.5865 2.1846 0.91 -0.11 -0.41
O -4.3055 -26.8997 0.2352 0.80 1.67 1.47
H -1.3951 -23.9590 -3.5141 -0.41 -0.04 -0.48
H -3.3590 -19.1413 -4.5636 -0.53 0.08 -0.09
H -7.8720 -23.1994 5.4295 -0.15 -0.30 -0.63
H -1.9493 -21.4956 5.2531 -0.31 -0.10 0.12
H -11.9738 -24.2623 -1.0690 0.33 -0.67 0.02
O -4.0396 -33.5720 2.3223 0.41 0.07 -0.06
C -3.4736 -20.7736 -3.2087 0.50 -0.44 1.34
H -5.2183 -20.7613 -4.4530 -0.45 -0.39 0.39
H -6.0827 -27.2093 2.6103 0.17 -0.78 -0.04
C -8.1054 -29.5087 1.0174 1.35 0.03 0.41
H -7.7260 -29.5234 -1.6467 -0.28 0.37 -0.77
H -10.1503 -20.8980 -1.5815 0.16 0.55 -0.68
O -3.9958 -23.3222 3.6731 -0.03 -1.00 0.54
H -10.0954 -23.1877 4.9088 -0.45 0.51 -0.14
O -2.0549 -24.1820 -0.8371 0.35 0.27 -0.33
O -5.4534 -27.7555 -1.4204 -1.14 2.85 2.14
H -10.4299 -24.5114 -0.2519 0.15 0.26 0.18
H -7.8428 -24.7457 4.6142 -0.11 -1.00 -0.34
C -10.5495 -25.7700 -1.9119 -1.51 -2.12 -0.18
O -3.9325 -22.2493 -4.9694 -0.81 0.05 0.38
C -7.5246 -30.3731 -1.0327 1.04 0.13 1.59
C -4.4041 -25.6801 1.0663 -1.34 -0.84 -0.95
C -11.2349 -25.0289 -0.7647 -0.25 -0.92 0.34
O -9.5632 -25.0416 6.7957 1.94 -0.96 0.33
O -1.6579 -22.0258 -0.7939 1.02 0.85 -0.49
H -3.1320 -28.3012 2.8065 0.01 0.10 -0.09
C -8.1270 -23.7334 4.4835 1.52 2.38 0.35
H -8.9675 -18.9398 -2.2457 0.04 0.03 0.00
O -2.3138 -21.4875 -3.6948 -0.10 0.69 0.37
O -2.9433 -32.0072 1.1129 -0.60 1.01 -0.20
H -2.3570 -18.8578 -3.2520 -0.34 -0.78 0.51
H -1.6138 -25.6389 -2.7148 1.06 1.71 -0.46
O -9.1902 -30.0227 0.4718 -1.60 -0.36 0.36
H -2.3250 -30.0563 0.7893 -0.48 -0.36 -0.33
C -4.6429 -21.5101 -3.8990 1.12 0.29 -0.74
```
Positions in Å, forces in eV/Å.

Output
E_tot   -3817.505126 hartree
E_HOMO   -0.38523 Eh
Energy above the lowest of the compared OMol25 structures with the same formula, charge and spin   2.1446 eV
Net charge   0
SMILES string   C[C@H]1COC(=O)O1.C[C@H]1COC(=O)O1.C[C@H]1COC(=O)O1.C[C@H]1COC(=O)O1.C[C@H]1COC(=O)O1.C[C@H]1COC(=O)O1.C[C@H]1COC(=O)O1.C[C@H]1COC(=O)O1.C[C@H]1COC(=O)O1.C[C@H]1COC(=O)O1
E_LUMO   0.007 hartree


ORCA calculation (wB97M-V/def2-TZVPD) on a molecular structure, C2H4OS2 in a non-equilibrium geometry.

Structure (XYZ):
```
9
Properties=species:S:1:pos:R:3:forces:R:3
H -1.4650 1.7826 -0.8238 -1.02 0.11 -0.53
H 1.0699 0.0884 1.4999 -0.50 1.02 1.73
H 0.0854 -1.4278 1.0493 1.63 2.10 -0.69
S -2.0339 -0.8389 -0.2464 0.28 0.91 0.00
S 1.9601 -0.2842 -0.3000 -0.08 -1.06 -4.47
H 1.6114 -0.7781 -1.9213 0.38 0.96 3.91
C -0.8690 0.2459 0.1294 1.65 -0.28 0.26
O -0.8754 1.5777 -0.1107 1.22 -1.37 0.89
C 0.5164 -0.3656 0.7237 -3.56 -2.37 -1.09
```
Positions in Å, forces in eV/Å.

Output
E_tot   -950.131795 hartree
E_HOMO   -0.33971 Eh
Energy above the lowest of the compared OMol25 structures with the same formula, charge and spin   2.0924 eV
Net charge   0
E_LUMO   -0.004 hartree